This record from the OMol25 dataset describes a molecular structure, C3H4ClF at a distorted geometry. The level of theory is ωB97M-V/def2-TZVPD.

The energy above the lowest of the compared OMol25 structures with the same formula, charge and spin comes out at 1.640 eV. Its LUMO energy is 0.816 eV. As for the HOMO energy: -9.581 eV. The calculation puts the HOMO-LUMO gap at 10.397 eV. As for the total charge: 0.

Structure (XYZ):
```
9
Properties=species:S:1:pos:R:3:forces:R:3
C 2.110 -0.301 -0.001 5.2 -2.0 1.8
C 1.084 0.695 -0.029 0.4 2.3 -1.4
C -0.174 0.503 -0.119 -4.8 -1.7 0.9
H 1.814 -1.383 -0.312 0.4 2.2 0.7
H 3.336 -0.075 -0.494 -4.2 -0.3 1.2
H 2.364 -0.243 1.181 -0.2 -0.9 -2.5
H 1.205 1.747 0.037 1.2 1.0 0.1
F -1.243 1.358 0.034 1.9 0.5 -0.4
Cl -0.920 -1.038 0.010 0.0 -1.0 -0.4
```
Positions in Å, forces in eV/Å.